The following is a quantum chemistry calculation of C3H4OS as an isolated structure, from the Open Molecules 2025 dataset.

The geometry in XYZ format:
```
9
Properties=species:S:1:pos:R:3
S -3.253 -0.234 -0.147
O -0.646 -0.942 0.214
C 0.323 -0.008 -0.050
C -1.650 0.020 0.123
C 1.671 -0.244 -0.184
H 2.308 0.740 -0.327
H 1.985 -1.333 -0.404
H 0.229 0.943 0.295
H -0.968 1.058 0.481
```

Summary:
HOMO level in eV: -9.172
Net charge: 0
Relative energy (zero: lowest compared OMol25 entry of this formula, charge and spin) in eV: 4.4428
HOMO-LUMO gap in eV: 8.91



The following is a quantum chemistry calculation of C34H50BaN11O4PSSi as an isolated structure, from the Open Molecules 2025 dataset.

The geometry in XYZ format:
```
103
Properties=species:S:1:pos:R:3
Ba 0.464 -0.740 0.114
S 2.282 0.150 -2.488
P 0.211 2.663 -1.855
Si 0.908 -4.493 -0.653
O 3.191 -0.758 -3.135
O 2.293 -1.475 2.003
O 0.866 -0.231 -2.564
O 2.600 0.410 -1.065
N 1.360 1.441 1.894
N 4.290 -0.872 1.138
N 2.043 -0.026 4.831
N -1.466 0.711 1.904
N -0.130 -3.410 0.181
N -2.346 -0.282 -0.745
N 0.308 -1.602 5.647
N 0.421 -2.803 3.611
N -1.190 -3.261 5.187
N 4.179 -2.260 2.993
N -1.887 -2.789 1.550
C 1.167 -6.086 0.307
C -1.639 1.680 -3.608
C -0.125 -2.522 4.810
C -0.725 5.831 0.522
C 2.444 1.708 -3.334
C 1.233 -0.775 5.190
C -0.818 4.756 -0.347
C 0.315 2.451 2.048
C -3.597 -2.056 3.132
C 1.641 5.939 0.134
C -1.194 2.861 -3.013
C -2.811 0.893 1.356
C 0.349 -4.931 -2.394
C 1.548 4.864 -0.740
C 0.317 4.265 -0.993
C -3.079 -3.042 2.114
C -2.668 1.705 -4.537
C 2.554 -3.612 -0.811
C 3.460 1.805 -4.277
C -2.824 4.089 -4.294
C 0.507 6.425 0.767
C 1.591 2.784 -3.079
C -1.352 -3.678 0.642
C -2.857 0.963 -0.162
C -3.269 2.911 -4.875
C -3.848 -4.149 1.802
C 3.635 2.989 -4.980
C 3.529 -1.528 2.048
C 2.789 4.060 -4.748
C -0.916 1.827 2.690
C 1.775 3.952 -3.809
C -1.785 4.067 -3.372
C -3.357 -5.029 0.837
C -2.140 -4.805 0.258
H -2.403 -0.245 -1.758
H 2.443 4.486 -1.222
H 1.829 -6.772 -0.228
H -3.444 0.061 1.668
H -2.907 -1.076 -0.449
H 3.618 -2.530 3.785
H 1.177 -2.204 3.285
H 1.615 -5.872 1.280
H -1.445 -0.133 2.462
H 2.914 4.981 -5.303
H -1.781 4.289 -0.518
H -1.512 -3.145 6.131
H -1.673 2.608 2.815
H 2.945 -3.352 0.175
H -0.451 -5.674 -2.408
H 5.128 -2.008 3.211
H -1.381 -4.125 4.711
H -3.935 -2.577 4.027
H 3.296 -4.237 -1.313
H 4.424 3.074 -5.716
H 0.218 -6.598 0.479
H -1.615 6.204 1.013
H 0.581 7.263 1.448
H -2.232 1.786 -0.520
H 1.112 4.794 -3.641
H 1.679 1.114 2.804
H -1.751 -5.477 -0.495
H -3.890 1.181 -0.462
H -2.998 0.784 -5.001
H 4.088 0.943 -4.449
H 0.628 3.318 2.643
H 2.472 -2.702 -1.415
H -3.267 1.804 1.760
H -1.137 0.748 -3.366
H 3.821 -0.465 0.335
H 2.605 6.396 0.323
H 1.185 -5.329 -2.974
H -3.280 5.033 -4.563
H -3.943 -5.895 0.547
H -0.179 -3.148 2.867
H -4.803 -4.312 2.285
H -1.445 4.998 -2.933
H 5.255 -1.125 1.014
H -0.013 -4.034 -2.904
H 2.169 1.820 1.413
H -0.656 1.471 3.692
H -4.453 -1.502 2.740
H 0.039 2.818 1.061
H -4.076 2.933 -5.596
H -2.822 -1.353 3.429
```

Summary:
HOMO level in eV: -6.993
Net charge: 0
Relative energy (zero: lowest compared OMol25 entry of this formula, charge and spin) in eV: 0.3540
HOMO-LUMO gap in eV: 7.40



The following is a quantum chemistry calculation of C44H36AgN6OP2 as an isolated structure, from the Open Molecules 2025 dataset.

The geometry in XYZ format:
```
90
Properties=species:S:1:pos:R:3
Ag -0.087 -0.533 0.115
P 1.995 0.522 1.016
P -1.573 0.833 -1.386
O 0.462 2.536 -0.340
N -2.627 -2.443 3.447
N -1.361 -1.936 1.510
N -1.730 -4.182 2.099
N -2.970 -4.643 3.969
N -2.171 -0.273 2.879
N 0.291 -2.798 -0.525
C -3.074 1.271 -0.456
C -3.941 0.232 -0.109
C 0.397 -5.479 -1.235
C -1.009 2.394 -2.149
C 0.710 4.098 -2.205
C -3.340 2.566 -0.022
C -0.404 -3.710 0.162
C 4.748 0.415 -2.021
C -2.979 -1.552 -5.061
C 3.298 0.011 -0.144
C 1.035 -3.207 -1.549
C -1.219 -3.248 1.323
C -0.372 -5.062 -0.162
C -3.896 -0.736 -4.414
C 3.125 2.892 2.094
C -5.077 0.493 0.637
C 0.212 4.542 -3.421
C -5.340 1.788 1.068
C 3.633 -1.345 -0.187
C -1.296 -0.911 -3.478
C -2.434 -3.730 3.154
C 3.139 4.259 2.314
C 1.292 4.530 0.790
C 0.070 3.057 -1.548
C 1.327 3.169 0.524
C 1.831 -0.631 4.889
C 2.540 -0.083 2.647
C 3.852 -0.397 2.988
C 5.096 -0.927 -2.045
C 1.119 -4.531 -1.943
C -1.495 2.862 -3.365
C 4.146 -0.827 4.274
C -2.210 -0.083 -2.827
C -0.905 3.949 -3.988
C 2.211 2.329 1.209
C -4.469 2.818 0.746
C 3.852 0.888 -1.071
C 3.141 -0.942 5.223
C 2.206 5.068 1.682
C -3.517 0.000 -3.301
C 1.532 -0.212 3.603
C -1.675 -1.637 -4.595
C 4.539 -1.808 -1.126
C -2.063 -1.586 2.609
H 3.590 1.939 -1.042
H 5.167 -1.072 4.538
H -4.237 0.637 -2.803
H 5.806 -1.287 -2.778
H 3.378 -1.280 6.224
H 3.180 -2.029 0.522
H -0.960 -2.275 -5.099
H -2.329 2.356 -3.834
H -3.283 -2.125 -5.927
H -3.718 -0.778 -0.438
H -1.926 0.383 2.157
H 1.591 4.558 -1.781
H 0.508 0.016 3.325
H -0.282 -0.975 -3.097
H -1.295 4.315 -4.928
H 1.043 -0.724 5.626
H 0.711 5.356 -3.930
H 2.180 6.130 1.890
H 3.813 2.249 2.629
H -3.474 -4.348 4.785
H 5.180 1.099 -2.739
H 1.740 -4.805 -2.785
H -6.230 1.994 1.648
H -2.809 0.015 3.600
H 1.592 -2.434 -2.066
H 0.433 -6.524 -1.511
H -2.846 -5.619 3.772
H -2.669 3.372 -0.294
H 4.811 -2.856 -1.144
H -4.677 3.826 1.081
H -5.755 -0.312 0.891
H 3.860 4.693 2.993
H 0.559 5.164 0.310
H 4.643 -0.307 2.254
H -4.912 -0.671 -4.781
H -0.948 -5.751 0.436
```

Summary:
HOMO level in eV: -10.263
Net charge: +1
HOMO-LUMO gap in eV: 7.80



The following is a quantum chemistry calculation of an isolated molecule of C2H6N2S, from the Open Molecules 2025 dataset.

The geometry in XYZ format:
```
11
Properties=species:S:1:pos:R:3
S 1.905 0.170 1.275
N -0.559 -0.149 0.101
N -1.149 -0.464 -1.137
C 0.840 -0.239 0.078
C -2.358 0.491 -1.356
H 1.177 -0.694 -0.871
H -1.291 0.284 0.892
H -3.249 0.317 -0.611
H -1.323 -1.451 -1.355
H -2.791 0.158 -2.281
H -1.936 1.448 -1.248
```

Summary:
HOMO level in eV: -8.368
Net charge: 0
SMILES: CNNC=S
Relative energy (zero: lowest compared OMol25 entry of this formula, charge and spin) in eV: 2.5026
HOMO-LUMO gap in eV: 9.16



The following is a quantum chemistry calculation of an isolated ion of composition C5H10NO and charge +1, from the Open Molecules 2025 dataset.

The geometry in XYZ format:
```
17
Properties=species:S:1:pos:R:3
O -0.016 -0.234 2.157
N -0.679 -0.722 -0.923
C -1.216 0.655 -0.810
C 0.035 1.476 -1.097
C 1.105 0.686 -0.295
C 0.291 -1.093 1.390
C 0.605 -0.759 -0.087
H 0.329 -2.162 1.614
H 1.055 1.133 0.702
H 0.241 1.550 -2.159
H -2.033 0.768 -1.514
H -1.604 0.887 0.184
H 2.156 0.799 -0.555
H 1.291 -1.452 -0.581
H -0.085 2.464 -0.665
H -0.244 -0.768 -1.849
H -1.371 -1.477 -0.898
```

Summary:
HOMO level in eV: -14.819
Net charge: +1
SMILES: O=C[C@@H]1CCC[NH2+]1
Relative energy (zero: lowest compared OMol25 entry of this formula, charge and spin) in eV: 1.3766
HOMO-LUMO gap in eV: 10.78



The following is a quantum chemistry calculation of an isolated molecule of C18H19N3O2S, from the Open Molecules 2025 dataset.

The geometry in XYZ format:
```
43
Properties=species:S:1:pos:R:3
S 1.542 -4.016 0.744
O 3.040 -1.489 0.620
O -1.915 2.144 -1.001
N 1.444 -5.919 -2.389
N 1.782 -0.338 2.074
N 0.207 -1.929 -0.088
C -0.891 0.103 -0.594
C 0.558 -3.600 -1.780
C -2.895 4.301 -1.022
C 0.687 -3.084 -0.454
C 2.264 0.943 1.578
C -0.402 -1.143 -1.000
C -0.549 -1.543 -2.359
C -0.060 -2.811 -2.723
C -1.494 0.956 -1.497
C -1.173 -0.661 -3.256
C -2.543 3.081 -1.858
C 1.585 -2.760 2.053
C 0.778 -0.177 3.105
C 2.197 -1.477 1.495
C 0.861 1.305 3.470
C 1.289 1.962 2.159
C -1.632 0.561 -2.844
C 1.057 -4.877 -2.106
H 2.219 -3.171 2.839
H 0.571 -2.616 2.416
H -0.790 0.400 0.436
H -0.084 1.689 3.848
H -1.994 4.729 -0.592
H -3.453 2.644 -2.292
H 2.286 0.928 0.487
H -3.564 4.017 -0.214
H 0.431 2.085 1.498
H 1.753 2.934 2.310
H -1.861 3.363 -2.671
H -1.285 -0.961 -4.288
H -3.383 5.046 -1.644
H -0.164 -3.160 -3.742
H -0.216 -0.426 2.711
H 3.286 1.114 1.937
H 1.629 1.458 4.230
H -2.103 1.217 -3.559
H 0.985 -0.822 3.963
```

Summary:
HOMO level in eV: -8.468
Net charge: 0
SMILES: CCOc1ccc2cc(C#N)c(SCC(=O)N3CCCC3)nc2c1
Relative energy (zero: lowest compared OMol25 entry of this formula, charge and spin) in eV: 1.5181
HOMO-LUMO gap in eV: 8.22



The following is a quantum chemistry calculation of C19H24Cl2GeN3O4Pb as an isolated structure, from the Open Molecules 2025 dataset.

The geometry in XYZ format:
```
54
Properties=species:S:1:pos:R:3
Pb -0.822 -0.775 -1.898
Ge -3.296 0.773 -4.357
Cl 1.515 -3.512 1.315
Cl 1.411 0.540 4.892
O -1.048 1.321 -1.477
O 2.165 0.431 -1.824
O -1.687 2.908 -0.047
O 0.844 -0.487 -0.301
N -2.085 -0.573 0.223
N 1.875 -0.707 2.195
N -2.394 0.804 0.317
C -3.326 -0.582 -2.919
C 0.827 -3.817 3.909
C -1.659 1.766 -0.423
C 4.452 1.619 1.153
C 1.474 -1.595 3.215
C 1.709 0.404 -0.709
C -1.855 0.295 -5.586
C 3.030 -0.027 2.195
C -5.045 0.504 -5.206
C 1.247 -2.938 2.924
C 0.626 -3.351 5.197
C 0.823 -2.014 5.504
C 5.275 0.298 3.021
C 5.474 1.274 2.032
C 2.084 1.455 0.335
C 1.236 -1.138 4.512
C -3.131 2.573 -3.645
C 4.072 -0.342 3.117
C 3.217 1.013 1.218
H 1.209 1.693 0.941
H 0.650 -1.638 6.499
H -3.858 -0.356 -2.001
H -0.869 0.471 -5.161
H -1.470 -0.879 0.978
H -3.418 -1.621 -3.217
H 6.432 1.769 1.963
H -2.174 2.738 -3.159
H 6.085 0.046 3.691
H 3.911 -1.125 3.843
H -3.921 2.772 -2.923
H -2.943 -1.119 0.256
H -3.238 3.283 -4.464
H -5.852 0.767 -4.527
H -1.931 0.900 -6.488
H -5.177 -0.526 -5.527
H 0.674 -4.855 3.659
H -1.930 -0.751 -5.875
H 1.310 -0.680 1.307
H -5.119 1.145 -6.083
H 2.380 2.351 -0.208
H 0.306 -4.033 5.968
H -2.680 1.137 1.229
H 4.613 2.393 0.416
```

Summary:
HOMO level (alpha / beta) in eV: -11.216 / -12.070
Net charge: +1
Relative energy (zero: lowest compared OMol25 entry of this formula, charge and spin) in eV: 0.6473
HOMO-LUMO gap (alpha / beta) in eV: 5.21 / 8.05



The following is a quantum chemistry calculation of a 2-piece molecular cluster, C4H14N2O overall, from the Open Molecules 2025 dataset.

The geometry in XYZ format:
```
21
Properties=species:S:1:pos:R:3
O 1.988 -1.988 -1.484
N -1.282 -1.704 -0.469
N 0.335 1.426 1.235
C 1.794 1.538 1.392
C -1.542 0.788 -0.254
C -1.955 -0.614 0.206
C -0.039 1.098 -0.119
H 1.532 -2.830 -1.539
H 0.000 0.722 1.879
H 2.031 1.547 2.433
H -2.119 1.555 0.277
H -3.007 -0.762 -0.004
H 0.499 0.227 -0.518
H -0.340 -1.951 -0.218
H -1.802 -0.655 1.268
H -1.309 -1.550 -1.469
H 2.292 0.657 0.961
H 2.299 -1.748 -2.355
H -1.803 0.970 -1.304
H 2.159 2.441 0.915
H 0.144 1.956 -0.767
```

Summary:
HOMO level in eV: -8.588
Net charge: 0
SMILES: CNCCCN.O
Relative energy (zero: lowest compared OMol25 entry of this formula, charge and spin) in eV: 1.3571
HOMO-LUMO gap in eV: 9.28



The following is a quantum chemistry calculation of C23H37BBr2NO11PS as an isolated structure, from the Open Molecules 2025 dataset.

The geometry in XYZ format:
```
77
Properties=species:S:1:pos:R:3
Br 0.893 -3.474 4.144
Br 1.906 -3.362 1.143
S 2.491 2.930 3.850
P 0.924 1.909 3.354
O -0.544 -4.902 -2.099
O 0.122 -0.741 4.722
O 3.559 2.886 -2.244
O 1.785 -0.211 6.148
O 3.597 1.017 -3.465
O -1.188 -2.770 -2.026
O -2.146 0.682 3.644
O 2.161 -0.400 3.902
O -3.468 3.446 -0.363
O -3.964 3.184 1.796
O -1.934 -0.507 1.600
N 4.174 -0.336 1.684
C -0.543 -3.628 -2.555
C -0.141 -2.337 2.953
C -2.047 0.099 -0.724
C -0.853 -3.995 1.151
C 1.394 -0.444 5.046
C 3.571 1.742 0.616
C 1.253 0.030 2.910
C 3.244 0.451 1.315
C -5.111 3.356 2.651
C 1.754 0.100 1.478
C 0.402 -5.698 -2.836
C -0.018 -0.787 3.282
C -5.655 4.145 0.483
C 3.493 1.903 -5.644
C 0.594 -4.964 -4.159
C 0.391 -3.507 -3.742
C 3.650 2.363 -3.313
C -5.965 4.411 1.957
C 0.037 -2.792 1.481
C -4.249 3.579 0.532
C -2.137 0.607 0.700
C 3.838 0.656 -4.835
C 3.861 3.018 -4.666
B -1.418 -0.145 2.808
H -1.391 1.388 0.872
H -1.167 -2.596 3.207
H 4.911 3.305 -4.742
H -1.303 -3.876 0.168
H -0.158 -1.977 0.793
H 2.421 1.928 -5.844
H 4.015 1.949 -6.597
H 0.317 2.424 2.193
H -5.621 2.394 2.734
H 4.370 2.240 1.161
H 1.557 -5.169 -4.622
H 1.614 -0.836 0.956
H -2.016 1.628 3.526
H -1.618 -4.142 1.913
H 3.239 3.903 -4.756
H 3.800 -1.173 2.127
H -2.280 0.896 -1.426
H -2.740 -0.734 -0.834
H 1.175 0.849 0.935
H -0.057 -2.890 -4.515
H -4.764 3.657 3.635
H 3.889 1.555 -0.406
H -0.108 1.935 4.305
H -0.259 -4.906 1.125
H -5.617 5.407 2.232
H -0.008 -6.697 -2.953
H 1.316 -3.043 -3.395
H -5.680 5.035 -0.138
H -1.046 -0.297 -0.905
H 1.323 -5.757 -2.253
H -7.019 4.339 2.214
H 4.888 0.374 -4.936
H -6.311 3.386 0.053
H -3.122 1.040 0.862
H 2.710 2.408 0.574
H 3.217 -0.203 -5.078
H -0.188 -5.258 -4.860
```

Summary:
HOMO level in eV: -8.523
Net charge: 0
HOMO-LUMO gap in eV: 8.82



The following is a quantum chemistry calculation of an isolated molecule of C3H3NO, from the Open Molecules 2025 dataset.

The geometry in XYZ format:
```
8
Properties=species:S:1:pos:R:3
O 0.927 1.867 0.214
N -1.013 -1.566 -1.632
C 0.776 0.706 -0.011
C -0.686 -0.894 -0.744
C -0.360 -0.090 0.508
H -1.132 0.580 0.912
H -0.070 -0.781 1.303
H 1.559 0.178 -0.550
```

Summary:
HOMO level in eV: -10.758
Net charge: 0
SMILES: N#CCC=O
Relative energy (zero: lowest compared OMol25 entry of this formula, charge and spin) in eV: 0.5697
HOMO-LUMO gap in eV: 11.29



The following is a quantum chemistry calculation of an isolated molecule of C3H9NO4, from the Open Molecules 2025 dataset.

The geometry in XYZ format:
```
17
Properties=species:S:1:pos:R:3
O -1.669 -1.027 0.626
O 2.247 0.666 -0.301
O 0.903 -1.703 -0.143
O -1.864 0.389 -1.228
N -1.237 -0.818 -0.737
C 0.442 0.962 1.281
C 0.771 0.713 -0.180
C 0.282 -0.609 -0.791
H -2.271 -0.273 0.764
H -0.622 1.169 1.420
H 0.725 0.111 1.909
H -2.389 0.044 -1.975
H 0.448 1.563 -0.787
H 2.503 -0.219 0.029
H 0.575 -0.657 -1.844
H 1.004 1.825 1.653
H 0.152 -2.137 0.304
```

Summary:
HOMO level in eV: -9.463
Net charge: 0
SMILES: C[C@@H](O)[C@@H](O)N(O)O
Relative energy (zero: lowest compared OMol25 entry of this formula, charge and spin) in eV: 3.8701
HOMO-LUMO gap in eV: 10.03



The following is a quantum chemistry calculation of a 3-piece molecular cluster, C3H8NO3 overall, from the Open Molecules 2025 dataset.

The geometry in XYZ format:
```
15
Properties=species:S:1:pos:R:3
O 1.130 2.243 0.889
O -3.170 -0.974 0.822
O 1.683 -0.373 -2.122
N 1.084 -1.213 -0.007
C -0.838 0.346 -0.225
C 0.572 -0.045 0.383
C 1.578 -1.246 -1.298
H -1.153 1.343 0.059
H -3.655 -1.513 1.472
H 1.610 3.040 1.149
H -1.508 -0.427 0.192
H -0.764 0.278 -1.322
H 1.905 -2.258 -1.574
H 0.374 -0.191 1.437
H 1.151 0.989 0.146
```

Summary:
HOMO level in eV: -3.632
Net charge: -1
Relative energy (zero: lowest compared OMol25 entry of this formula, charge and spin) in eV: 8.2827
HOMO-LUMO gap in eV: 4.05



Computed strongest force on any atom, in the same sequence as the records: 9.508, 0.717, 0.467, 4.406, 1.696, 1.088, 0.820, 1.187, 1.358, 1.938, 1.803, 5.359 eV/Å.
Computed E_tot, in the same sequence as the records: -589.96139, -3283.73466, -2931.72297, -587.41204, -326.23122, -1410.26674, -4393.54659, -345.52631, -7693.51243, -246.07061, -475.29863, -399.37344 hartree.